(1)
Entry from OMol25: a 10-piece molecular cluster, C43H110N6O15 overall at a distorted geometry (ωB97M-V with the def2-TZVPD basis set).

The geometry in XYZ format:
```
174
Properties=species:S:1:pos:R:3
C 0.91163 -9.68067 20.84380
C 1.02060 -9.50868 19.33382
C -0.36708 -9.65722 18.70254
C 1.41896 -8.02046 19.14722
C 1.99893 -7.65947 17.76622
C 3.10175 -8.60738 17.34346
C 2.71231 -10.08934 17.49353
C 1.82565 -10.44157 16.28607
C 3.99440 -10.89303 17.39960
N 2.05444 -10.33356 18.76737
O 1.87187 -11.71330 19.03707
H 1.88016 -9.81727 21.32536
H 0.41882 -8.84967 21.35613
H 0.22255 -10.48927 21.12128
H -0.38506 -9.21039 17.70469
H -0.69028 -10.68858 18.55683
H -1.14517 -9.17236 19.29142
H 0.52413 -7.40402 19.24810
H 2.17520 -7.71438 19.87542
H 1.17308 -7.65021 17.04663
H 2.35245 -6.62829 17.83981
H 4.02325 -8.38525 17.88775
H 3.26705 -8.43884 16.27559
H 1.21368 -11.32589 16.48162
H 2.38172 -10.60046 15.36065
H 1.11235 -9.64529 16.04903
H 4.71250 -10.57375 18.15993
H 4.55183 -10.74776 16.47146
H 3.79368 -11.96137 17.50168
H 2.38038 -11.81950 19.88692
C 1.93754 -13.04588 14.12911
O 1.69594 -11.99984 13.20212
C 0.61136 -12.32658 12.33911
C 0.42364 -11.23622 11.29867
N -0.31890 -10.06014 11.74908
C 0.23681 -9.34696 12.92267
C 1.61309 -8.76820 12.66634
O 1.53032 -7.87546 11.57128
C 2.61542 -6.97627 11.47997
H 1.86048 -14.05191 13.70024
H 1.15971 -12.94895 14.89313
H 2.93343 -12.93377 14.54993
H -0.29326 -12.58383 12.90153
H 0.94999 -13.21545 11.78637
H -0.11192 -11.68703 10.46180
H 1.42215 -10.99649 10.91193
H -0.25458 -9.35660 11.01773
H 0.21288 -10.01907 13.78016
H -0.45096 -8.52141 13.12500
H 2.31680 -9.56943 12.41015
H 1.99335 -8.27400 13.57142
H 2.42585 -6.31885 10.63364
H 3.50753 -7.55731 11.22074
H 2.77358 -6.37796 12.37847
C -5.62201 -6.14602 23.83039
O -4.44656 -6.22995 24.61908
C -3.89038 -7.52731 24.71084
C -3.43456 -8.07909 23.36626
N -2.41543 -7.22004 22.76434
C -2.14639 -7.59301 21.36588
C -3.17764 -7.08662 20.36619
O -3.53229 -5.74451 20.67840
C -4.46531 -5.23647 19.76045
H -5.36134 -6.36238 22.78661
H -5.93425 -5.10826 23.87236
H -6.37560 -6.88299 24.12053
H -4.65777 -8.22956 25.06969
H -3.06415 -7.49098 25.41521
H -4.32288 -8.24676 22.73624
H -3.05759 -9.09707 23.51799
H -2.88048 -6.31414 22.70686
H -2.08237 -8.67402 21.22760
H -1.16352 -7.16648 21.14960
H -4.07854 -7.71430 20.34202
H -2.71790 -7.11623 19.37222
H -4.15194 -5.17332 18.70927
H -4.64612 -4.19728 20.04296
H -5.38507 -5.83241 19.80073
C -1.18451 -13.50557 17.59107
O -2.38188 -13.14016 16.91394
C -2.26361 -11.94360 16.15659
C -3.66197 -11.45707 15.83152
N -4.19437 -10.64891 16.93617
C -5.62454 -10.34072 16.75413
C -5.90538 -9.17758 15.81683
O -5.10398 -8.06892 16.16537
C -5.61986 -6.86642 15.65507
H -0.49498 -13.92035 16.85285
H -1.52412 -14.29461 18.26542
H -0.77158 -12.73531 18.24428
H -1.77120 -12.23185 15.21803
H -1.67671 -11.18556 16.67608
H -4.30928 -12.32556 15.68079
H -3.69702 -10.96006 14.85163
H -3.79485 -9.71949 16.80727
H -6.10585 -10.10300 17.70936
H -6.19692 -11.21004 16.41552
H -6.97702 -8.93498 15.87801
H -5.78959 -9.42065 14.75007
H -5.58504 -6.81889 14.56188
H -5.04241 -6.00650 16.00206
H -6.64373 -6.68187 15.99350
C 5.26754 -6.40638 14.54675
O 5.18824 -6.04653 15.89710
C 6.35074 -5.46754 16.44182
C 6.06447 -5.18059 17.90045
N 4.98340 -4.24534 18.04520
C 4.71203 -3.91165 19.43807
C 3.34223 -3.30958 19.59309
O 2.40448 -4.27180 19.16674
C 1.07031 -3.82330 19.20167
H 4.35450 -6.93748 14.27480
H 6.13987 -7.02657 14.30958
H 5.26827 -5.48180 13.95023
H 6.64035 -4.54638 15.91871
H 7.18423 -6.17120 16.31671
H 6.97693 -4.78646 18.35602
H 5.88059 -6.15117 18.38943
H 4.10790 -4.58857 17.66788
H 5.44920 -3.18968 19.81343
H 4.85895 -4.77971 20.09879
H 3.25449 -2.34898 19.06459
H 3.14010 -3.02819 20.63820
H 0.41242 -4.68976 19.15389
H 0.90259 -3.06588 18.43656
H 0.80873 -3.40929 20.18711
C 4.92821 -8.27107 22.04645
O 4.86507 -9.66919 22.19110
C 4.92318 -10.29940 20.93543
C 4.74982 -11.80950 21.06873
N 3.37493 -12.20015 21.32530
C 3.31497 -13.63661 21.64920
C 1.88537 -14.02668 22.00719
O 1.61379 -13.39681 23.23687
C 0.25934 -13.50456 23.62515
H 5.03579 -7.83542 23.03801
H 4.06760 -7.85070 21.51691
H 5.81643 -7.95732 21.47928
H 5.88081 -10.08386 20.44130
H 4.13395 -9.94953 20.25470
H 5.42337 -12.13056 21.87830
H 5.16262 -12.23259 20.14992
H 3.06412 -11.73539 22.17599
H 3.95030 -13.83361 22.52224
H 3.71348 -14.20457 20.80754
H 1.79104 -15.11287 22.09637
H 1.24316 -13.63439 21.20940
H 0.16055 -13.00814 24.58941
H -0.02203 -14.55347 23.73691
H -0.38786 -12.96288 22.93035
C 7.36566 -9.69318 16.92719
O 7.39888 -8.93310 18.13359
H 6.56357 -9.34853 16.27717
H 8.31180 -9.57100 16.39330
H 7.16715 -10.74479 17.15407
H 8.10754 -9.29452 18.67263
C 6.10994 -13.70014 15.84873
O 5.53053 -14.25220 14.66270
H 5.81367 -12.65558 15.82875
H 5.76589 -14.16879 16.77679
H 7.18718 -13.89062 15.85452
H 5.27907 -15.16411 14.83183
C 2.36767 -14.41910 17.25039
O 1.56642 -15.55219 16.90267
H 3.22317 -14.35827 16.56338
H 1.83927 -13.47066 17.18118
H 2.83288 -14.57519 18.22576
H 1.84141 -15.81789 16.02359
C -1.85149 -7.54264 15.71607
O -2.38544 -7.44954 17.02821
H -1.84046 -6.57969 15.20060
H -0.87062 -8.00712 15.78216
H -2.47144 -8.20573 15.09812
H -3.34323 -7.36095 16.95213
```

Calculated values
E_tot (hartree): -3161.136255
Spin multiplicity: 1
F_max (eV Å⁻¹): 1.7
SMILES: CC1(C)CCCC(C)(C)N1O.COCCNCCOC.COCCNCCOC.COCCNCCOC.COCCNCCOC.COCCNCCOC.CO.CO.CO.CO
Net charge: 0
Highest occupied orbital energy (eV): -7.59
Relative energy (zero: lowest compared OMol25 entry of this formula, charge and spin) (eV): 0.0000
Gap between HOMO and LUMO (eV): 8.04
E_LUMO (eV): 0.45

Löwdin population analysis, charges in e, atoms 1 to 4:
1 C -0.023
2 C -0.491
3 C -0.008
4 C -0.113

---

(2)
Entry from OMol25: C9H12AsCl2DyS2Se4 as an isolated structure at a distorted geometry (ωB97M-V with the def2-TZVPD basis set).

The geometry in XYZ format:
```
31
Properties=species:S:1:pos:R:3
Dy -0.58160 -0.65505 -1.48389
Cl -0.63097 -0.67805 1.44607
C -0.28779 -2.34520 1.38644
C 0.70694 -2.82705 2.26574
C 0.94799 -4.18692 2.49471
C 0.29587 -5.09758 1.69066
C -0.61619 -4.63592 0.75126
Cl -1.30728 -5.89039 -0.20423
C -0.97949 -3.25320 0.57898
S -2.18130 -2.70989 -0.51838
H 1.16701 -2.03947 2.83648
H 1.75635 -4.49461 3.15467
H 0.36530 -6.15853 1.85701
Se -1.55196 -1.91952 -3.98910
Se 0.40644 -0.96947 -4.48403
Se 2.05127 -1.69283 -2.78706
Se 1.99203 -0.02405 -1.03252
C -1.05627 4.93005 -0.71586
As -0.32501 3.06850 -0.53939
C -0.52052 2.57698 1.33222
C 1.48961 3.39632 -1.14475
S -1.53637 1.73114 -1.82992
H -1.89524 4.98395 0.02410
H -1.36736 5.10350 -1.76746
H -0.22761 5.65906 -0.58413
H -0.55641 3.53327 1.93642
H 0.40788 2.01897 1.55154
H -1.46254 2.02333 1.44657
H 1.58166 4.44638 -0.91023
H 1.65939 3.29560 -2.21006
H 2.25614 2.81066 -0.55181
```

Calculated values
E_tot (hartree): -14793.542635
Spin multiplicity: 6
F_max (eV Å⁻¹): 3.4
Net charge: 0
Highest occupied orbital energy (alpha / beta) (eV): -7.23 / -7.24
Relative energy (zero: lowest compared OMol25 entry of this formula, charge and spin) (eV): 0.0000
Gap between HOMO and LUMO (alpha / beta) (eV): 6.63 / 6.67
E_LUMO (alpha / beta) (eV): -0.61 / -0.58

Löwdin population analysis, charges in e, atoms 1 to 4:
1 Dy 0.292
2 Cl 0.678
3 C -0.724
4 C -0.104

---

Number 2 is which compound? C9H12AsCl2DyS2Se4